(1)
DFT (wB97M-V/def2-TZVPD) results for a cluster of 2 separate species, CH5NOS2 in total in a non-equilibrium geometry.

electronic energy: -26321.623 eV
gap between HOMO and LUMO (alpha / beta): 7.447 / 7.280 eV
spin multiplicity: 3
energy above the lowest of the compared OMol25 structures with the same formula, charge and spin: 0.474 eV

Element x y z (Å)
C  -0.954  -0.866  0.315
N  -0.403  1.549  0.520
O  1.281  -0.491  -0.945
S  -0.850  0.632  -0.670
S  2.149  -0.088  0.492
H  0.023  -1.447  0.270
H  -1.771  -1.449  -0.113
H  -1.180  -0.431  1.386
H  -0.132  2.521  0.274
H  1.836  0.071  -1.530

(2)
DFT (wB97M-V/def2-TZVPD) results for a cluster of 2 separate species, CH5NP2 in total in a non-equilibrium geometry.

electronic energy: -21181.187 eV
gap between HOMO and LUMO (alpha / beta): 6.878 / 7.598 eV
spin multiplicity: 1
energy above the lowest of the compared OMol25 structures with the same formula, charge and spin: 3.253 eV

Element x y z (Å)
C  -0.742  0.066  -0.760
N  -0.676  1.282  -0.963
P  -1.872  -1.111  -0.051
P  1.875  -0.858  -0.147
H  0.116  1.916  -1.058
H  -1.257  -2.108  -0.716
H  -2.672  -0.928  -1.240
H  2.063  0.377  0.470
H  1.212  -1.774  0.742

(3)
DFT (wB97M-V/def2-TZVPD) results for a cluster of 2 separate species, CH5NS in total in a non-equilibrium geometry.

electronic energy: -13441.372 eV
gap between HOMO and LUMO (alpha / beta): 3.124 / 9.240 eV
spin multiplicity: 2
total charge: -1
energy above the lowest of the compared OMol25 structures with the same formula, charge and spin: 0.910 eV

Element x y z (Å)
S  -2.120  0.145  1.184
H  -1.009  -0.423  1.758
C  1.338  0.524  -0.874
N  1.409  -0.489  -1.612
H  0.624  0.672  -0.058
H  2.011  1.382  -0.989
H  -2.946  -0.652  1.905
H  0.693  -1.159  -1.313

(4)
DFT (wB97M-V/def2-TZVPD) results for a structure of composition CH5O2PS in a non-equilibrium geometry.

electronic energy: -25335.476 eV
gap between HOMO and LUMO: 9.573 eV
spin multiplicity: 1
energy above the lowest of the compared OMol25 structures with the same formula, charge and spin: 2.816 eV

Element x y z (Å)
C  -1.675  -0.007  0.125
O  -1.742  1.208  -0.001
O  -0.766  -0.789  0.049
P  1.418  -0.393  -0.038
S  1.007  1.433  0.604
H  -2.811  -0.493  0.293
H  -0.738  1.568  -0.078
H  2.910  -0.305  -0.133
H  1.345  -1.669  0.419
H  1.051  -0.552  -1.240

(5)
DFT (wB97M-V/def2-TZVPD) results for a cluster of 2 separate species, CH5O3PSi in total in a non-equilibrium geometry.

electronic energy: -24424.064 eV
gap between HOMO and LUMO: 1.792 eV
spin multiplicity: 1
total charge: -2
energy above the lowest of the compared OMol25 structures with the same formula, charge and spin: 3.324 eV

Element x y z (Å)
C  0.804  0.958  1.769
O  2.185  -1.483  1.922
O  -0.826  -0.912  -1.486
O  2.499  -0.174  -0.112
Si  -0.272  -1.624  -0.287
P  1.690  -0.387  1.098
H  0.192  1.578  1.107
H  0.511  0.739  2.736
H  -1.268  -2.107  0.733
H  0.750  -2.609  -0.318
H  -6.266  6.022  -7.162

(6)
DFT (wB97M-V/def2-TZVPD) results for a cluster of 2 separate species, CH5OP in total in a non-equilibrium geometry.

electronic energy: -12450.945 eV
gap between HOMO and LUMO (alpha / beta): 8.396 / 8.096 eV
spin multiplicity: 1
energy above the lowest of the compared OMol25 structures with the same formula, charge and spin: 3.194 eV

Element x y z (Å)
C  -1.114  -0.388  -0.594
O  2.424  0.360  -0.938
P  1.843  -0.427  0.382
H  -0.812  -0.615  -1.589
H  -0.758  0.607  -0.406
H  -1.862  -0.813  -0.036
H  2.784  1.201  -0.809
H  1.772  0.811  1.160

(7)
DFT (wB97M-V/def2-TZVPD) results for a cluster of 2 separate species, CH5OS in total in a non-equilibrium geometry.

electronic energy: -14000.945 eV
gap between HOMO and LUMO: 6.839 eV
spin multiplicity: 1
total charge: -1
energy above the lowest of the compared OMol25 structures with the same formula, charge and spin: 0.861 eV

Element x y z (Å)
O  -0.058  1.467  2.430
H  0.144  0.910  1.499
C  0.057  -1.051  -1.274
S  0.475  0.627  -0.806
H  -1.007  -1.215  -1.451
H  0.196  -1.529  -0.291
H  0.773  -1.474  -1.976
H  -0.581  2.264  1.869

(8)
DFT (wB97M-V/def2-TZVPD) results for a cluster of 2 separate species, CH5OS in total in a non-equilibrium geometry.

electronic energy: -14000.843 eV
gap between HOMO and LUMO: 6.932 eV
spin multiplicity: 1
total charge: -1
energy above the lowest of the compared OMol25 structures with the same formula, charge and spin: 0.962 eV

Element x y z (Å)
O  -1.906  -1.364  -0.618
H  -1.113  -1.443  -1.068
C  1.150  0.704  0.325
S  -0.336  1.667  -0.279
H  1.838  0.080  -0.356
H  0.656  -0.254  0.920
H  1.601  1.035  1.334
H  -1.891  -0.424  -0.258